Entry 1:
Molecular formula: C44H36I2IrN13O2
Method: DFT, ωB97M-V with the def2-TZVPD basis set

## Properties
- E_LUMO (alpha / beta): -9.65 / -10.19 eV
- Molar mass: 1224.89 g/mol
- Energy above the lowest of the compared OMol25 structures with the same formula, charge and spin: 394.9 kJ/mol
- Multiplicity: 6
- HOMO energy (alpha / beta): -12.71 / -14.47 eV
- Expectation value of S²: 8.82
- Total charge: +3

The geometry in XYZ format:
```
98
Properties=species:S:1:pos:R:3:forces:R:3:lowdin_spin:R:1
Ir 0.054 0.848 -2.038 -0.0482 -0.1327 -0.1430 0.839
I -3.165 3.905 -8.254 0.0211 -0.0115 0.0268 0.202
C -2.265 3.458 -6.478 -0.1226 0.0036 -0.2520 0.221
C -1.750 4.489 -5.662 0.1628 -0.0513 0.2974 0.072
C -1.160 4.179 -4.472 -1.0579 -2.2544 -1.5506 0.544
I -0.332 5.825 -3.160 1.0773 2.2875 1.6497 1.375
C -1.059 2.812 -4.034 -0.1400 0.1210 -0.2415 0.159
O -0.494 2.601 -2.906 0.0527 0.1315 0.1005 0.244
C -1.588 1.762 -4.881 0.1567 -0.1663 0.1158 0.109
C -1.564 0.305 -4.481 -0.0823 0.0511 -0.1093 0.016
N -0.269 -0.095 -3.868 -0.0437 -0.0554 0.1320 0.021
C -0.112 -1.561 -3.738 -0.0129 0.1293 0.0636 0.006
C 0.390 -1.985 -2.380 0.0484 -0.0803 -0.0741 0.043
C 0.537 -3.379 -2.202 -0.0133 -0.0715 0.0318 0.303
C 0.724 -3.901 -0.918 0.0070 0.0495 -0.0321 0.015
C 0.833 -3.033 0.115 0.0584 0.0474 0.1515 0.259
C 0.875 -1.549 -0.084 -0.2094 -0.4040 -0.0311 0.047
N 0.560 -1.081 -1.436 0.1879 0.1462 0.0233 0.182
C -2.163 2.106 -6.072 0.0252 0.0831 0.0689 0.038
H -1.821 5.524 -5.986 -0.0406 -0.0444 -0.0375 0.003
H -1.754 -0.308 -5.365 0.0032 0.0179 -0.0172 0.001
H -2.350 0.098 -3.754 0.0298 -0.0249 0.0299 0.003
H 0.468 0.255 -4.477 0.0161 -0.0668 -0.0192 0.013
H 0.545 -1.959 -4.514 0.0010 0.0132 -0.0106 0.000
H -1.088 -2.029 -3.888 0.0177 -0.0424 -0.0058 0.001
H 0.419 -4.031 -3.056 0.0213 0.0208 -0.0130 0.013
H 0.757 -4.970 -0.761 -0.0310 0.0067 0.0448 -0.005
H 0.967 -3.377 1.132 -0.1138 -0.0798 -0.0139 0.010
H 0.143 -1.084 0.589 0.1206 0.1493 0.0466 0.022
H -2.563 1.335 -6.719 0.0057 0.0150 -0.0218 -0.002
C -4.990 0.333 1.020 -0.1102 0.1281 0.0282 0.001
N -3.899 0.143 0.043 -0.0371 -0.0377 0.0968 0.001
C -2.933 0.996 -0.282 0.1583 0.1092 0.0108 0.007
N -2.056 0.401 -1.085 -0.1194 -0.2508 -0.2814 0.095
C -2.595 -0.844 -1.241 -0.0198 0.0141 0.1976 0.002
N -3.701 -1.035 -0.571 -0.0026 0.0052 -0.0051 0.003
C -5.221 -0.911 1.833 0.1130 -0.0645 -0.0997 0.000
C -6.459 -1.532 1.829 0.0097 -0.0095 0.0601 0.000
C -6.646 -2.716 2.534 -0.0364 0.0118 0.0074 0.000
C -5.589 -3.305 3.198 0.0436 -0.0161 0.0244 0.000
C -4.336 -2.687 3.192 -0.0221 0.0623 0.0020 0.000
C -4.165 -1.477 2.538 0.0382 -0.0327 -0.0060 0.000
C -3.212 -3.377 3.820 -0.0448 -0.1113 0.0327 0.000
N -3.209 -4.570 4.303 0.0195 0.0112 0.0049 0.000
N -1.913 -4.835 4.697 0.0336 -0.0119 0.0474 0.000
C -1.223 -3.785 4.430 -0.1221 -0.0478 0.0251 0.000
O -1.978 -2.801 3.869 0.0951 0.1171 -0.1011 0.000
C 0.215 -3.610 4.618 -0.0145 -0.0044 -0.0135 0.000
C 0.951 -4.671 5.156 0.0230 0.0488 -0.0298 0.000
C 2.320 -4.555 5.301 -0.0318 -0.0378 0.0459 0.000
C 2.972 -3.394 4.902 0.0909 0.0753 0.0021 0.000
C 2.244 -2.334 4.386 -0.0484 -0.1853 -0.2345 0.000
C 2.944 -1.081 3.939 -0.1166 -0.0157 0.7295 0.001
N 2.766 -0.825 2.488 0.0484 -0.8797 0.1490 0.012
C 2.650 0.442 1.869 0.0578 1.5009 -0.0792 0.007
N 2.396 0.342 0.636 0.0736 -0.7062 0.2622 0.003
C 2.315 -1.068 0.418 -0.0781 0.0111 -0.7825 0.034
N 2.612 -1.743 1.664 -0.1378 0.2432 -0.1519 0.018
C 0.861 -2.439 4.251 0.0083 0.0780 -0.0718 0.000
H -5.892 0.626 0.484 -0.0068 -0.0383 -0.0236 0.000
H -4.681 1.167 1.652 -0.0211 0.0469 -0.0418 0.000
H -2.890 2.015 0.066 -0.0343 -0.0079 0.0160 0.000
H -2.151 -1.633 -1.822 -0.0257 0.0146 -0.0525 0.000
H -7.284 -1.098 1.277 0.0073 -0.0003 -0.0049 0.000
H -7.619 -3.187 2.546 0.0075 -0.0122 -0.0112 0.000
H -5.708 -4.246 3.717 -0.0226 0.0062 0.0014 0.000
H -3.193 -0.995 2.555 -0.0005 0.0019 -0.0416 0.000
H 0.431 -5.573 5.448 0.0085 -0.0002 0.0069 0.000
H 2.888 -5.373 5.721 0.0030 0.0023 -0.0049 0.000
H 4.048 -3.316 5.006 -0.0023 -0.0187 0.0040 0.000
H 4.011 -1.127 4.159 0.0480 0.0765 -0.2107 0.000
H 2.532 -0.206 4.445 0.0706 0.1174 -0.1387 0.000
H 2.778 1.361 2.425 0.0383 -0.0836 0.1130 0.000
H 3.026 -1.384 -0.356 0.0578 -0.0858 0.1214 0.000
H 0.280 -1.609 3.858 -0.0282 -0.0048 0.0346 0.000
C 0.169 3.532 1.361 0.0000 -0.0156 0.0727 0.000
C -0.074 2.417 0.592 0.0105 -0.1419 0.0876 0.000
N 0.631 2.140 -0.515 -0.0417 0.2251 0.0065 0.011
C 1.648 2.944 -0.843 -0.0940 0.1589 0.0737 0.022
C 1.977 4.087 -0.117 -0.1255 -0.0186 0.1108 0.003
C 1.181 4.400 0.980 0.1516 -0.1191 0.0175 0.000
C 3.028 5.029 -0.529 0.1253 0.1219 0.0427 0.003
C 4.247 4.819 -1.031 0.0393 -0.0157 0.1824 0.001
C 5.005 3.565 -1.155 -0.0461 -0.0331 -0.2383 0.000
C 6.266 3.591 -1.736 -0.0311 -0.1172 -0.0436 0.000
C 6.949 2.386 -1.825 0.0189 0.1459 0.0855 0.000
N 6.435 1.254 -1.357 -0.0170 -0.3082 -0.0694 0.000
C 5.228 1.335 -0.819 0.2195 0.3356 0.1065 0.000
N 4.485 2.422 -0.685 -0.0886 -0.0437 0.0256 0.000
H -0.434 3.725 2.238 -0.0111 0.0072 -0.0120 0.000
H -0.839 1.703 0.859 -0.0293 0.0211 -0.0207 0.000
H 2.213 2.683 -1.725 -0.0575 -0.0035 -0.0378 0.015
H 1.380 5.296 1.555 -0.0326 0.0293 -0.0333 0.000
H 2.770 6.066 -0.340 -0.1041 0.0136 -0.1973 0.002
H 4.810 5.703 -1.307 0.0258 0.0099 0.0686 0.000
H 6.695 4.510 -2.111 0.0183 -0.0028 0.0151 0.000
H 7.937 2.329 -2.266 -0.0090 -0.0037 -0.0159 0.000
H 4.819 0.416 -0.410 0.0111 -0.0518 -0.0734 0.000
```
Positions in Å, forces in eV/Å.

---

Entry 2:
Molecular formula: C23H70O12
Method: DFT, ωB97M-V with the def2-TZVPD basis set

## Properties
- E_LUMO: 0.16 eV
- Molar mass: 538.80 g/mol
- Energy above the lowest of the compared OMol25 structures with the same formula, charge and spin: 382.6 kJ/mol
- SMILES string: CCO.CCO.CCO.CCO.CCO.CCO.CCO.CCO.CCO.CCO.CCO.CO
- HOMO energy: -10.05 eV

The geometry in XYZ format:
```
105
Properties=species:S:1:pos:R:3:forces:R:3:lowdin_charge:R:1
C -2.881 5.584 -3.171 -0.6568 0.4806 -1.4124 -0.104
C -2.892 5.473 -1.696 0.1556 0.5134 0.3652 -0.342
O -1.654 4.902 -1.319 0.0741 -0.1276 0.9540 -0.075
H -2.328 6.469 -3.485 0.3738 -0.2287 -0.0584 0.077
H -3.873 5.726 -3.599 -0.2047 -0.1403 0.0389 0.073
H -2.446 4.684 -3.606 -0.0056 0.0826 -0.1264 0.076
H -3.788 4.977 -1.322 0.1683 -0.5550 0.1339 0.107
H -2.928 6.471 -1.259 0.1143 0.0281 0.1636 0.110
H -1.713 3.945 -1.366 0.0000 -0.1181 -0.0476 0.076
C 3.163 -5.164 -1.995 0.9090 -0.5931 -0.1474 -0.080
C 4.635 -5.382 -2.356 0.3340 0.6872 1.0596 -0.339
O 5.026 -4.369 -3.242 0.3676 0.3298 -1.1974 -0.085
H 3.021 -4.140 -1.649 -0.0021 0.0020 -0.1213 0.067
H 2.872 -5.835 -1.187 -0.3343 -0.1636 -0.2064 0.067
H 2.634 -5.330 -2.934 -0.5204 0.0252 0.3342 0.073
H 4.895 -6.350 -2.783 -0.5096 -0.0377 -0.2885 0.109
H 5.299 -5.297 -1.495 -0.2004 -0.1970 0.5282 0.104
H 5.361 -3.612 -2.755 -0.0073 0.0380 0.0597 0.073
C -3.503 2.978 4.241 0.3474 -0.3015 -1.2042 -0.089
C -3.959 3.272 5.614 -0.7907 0.6435 0.7961 -0.365
O -3.327 2.453 6.558 0.5934 -0.6906 0.6085 -0.078
H -3.790 3.747 3.524 -0.0975 0.1510 0.1484 0.078
H -3.914 2.046 3.853 -0.0441 -0.1203 0.1771 0.077
H -2.419 2.886 4.181 0.0740 0.0850 0.1790 0.075
H -5.026 3.102 5.757 -0.3856 0.1993 -0.5596 0.111
H -3.765 4.294 5.939 0.0242 0.4435 -0.5447 0.111
H -3.704 2.769 7.383 0.3016 -0.4126 0.3901 0.081
C 5.347 5.733 0.588 0.6512 -0.3524 -0.3299 -0.096
C 4.593 5.103 1.755 0.4978 0.5495 -0.8761 -0.327
O 5.397 4.113 2.368 0.0365 -0.1805 -0.0672 -0.077
H 5.356 5.095 -0.295 -0.3461 -0.0983 -0.0566 0.066
H 6.411 5.837 0.801 0.0020 0.2164 0.4423 0.071
H 4.966 6.713 0.301 -0.1640 -0.0716 0.1094 0.071
H 3.699 4.648 1.330 -0.3673 0.1610 0.3728 0.109
H 4.381 5.910 2.456 -0.4272 -0.1414 0.2353 0.105
H 4.800 3.510 2.816 0.0930 -0.1155 0.2074 0.075
C -3.939 -3.662 -3.707 0.5304 0.4458 -0.2004 -0.088
C -3.752 -4.558 -4.921 -0.0870 -0.7667 1.2256 -0.324
O -2.394 -4.592 -5.338 0.1718 0.2621 -0.2141 -0.082
H -4.981 -3.615 -3.390 -0.0442 0.2899 -0.2961 0.075
H -3.532 -2.704 -4.031 -0.5109 0.4578 0.2044 0.069
H -3.364 -3.889 -2.809 0.1813 -0.6298 -0.1973 0.068
H -4.424 -4.208 -5.705 0.1682 -0.0933 -0.2429 0.109
H -3.991 -5.586 -4.650 -0.5945 -0.0624 -0.1306 0.105
H -2.144 -5.519 -5.340 0.2392 0.1762 -0.1327 0.077
C -7.269 1.891 -0.962 -1.8154 0.5085 0.3170 -0.098
C -6.017 1.115 -0.957 0.8104 0.0190 0.4780 -0.367
O -5.372 1.425 -2.131 1.0854 0.4217 -2.6578 -0.081
H -7.892 1.720 -1.840 0.3590 -0.2451 -0.3590 0.079
H -7.085 2.966 -0.947 0.1273 -0.0304 0.1655 0.078
H -7.950 1.627 -0.154 0.2359 0.0901 0.3886 0.075
H -6.162 0.035 -0.927 -0.1745 -0.1237 0.5964 0.114
H -5.303 1.497 -0.227 -0.5724 -0.5456 1.1733 0.115
H -4.428 1.274 -2.036 -0.0015 -0.1002 -0.0913 0.083
C 1.400 2.612 7.308 -0.3588 -0.0423 -0.7025 -0.085
C 1.827 3.076 5.919 -0.0186 0.1320 0.5067 -0.332
O 2.747 2.153 5.378 0.5441 0.1599 -0.5140 -0.082
H 2.245 2.636 7.996 -0.1980 0.2228 0.0858 0.075
H 1.071 1.575 7.232 -0.0726 -0.0828 0.0531 0.067
H 0.535 3.196 7.621 0.1895 0.0984 0.4426 0.070
H 2.312 4.050 5.981 0.3654 -0.0796 0.0705 0.107
H 0.985 3.272 5.255 -0.2886 -0.3988 -0.0603 0.104
H 2.289 1.413 4.972 -0.1388 -0.0539 0.0364 0.072
C -1.942 -5.277 1.717 0.6220 -0.3383 -0.7311 -0.085
C -2.574 -6.399 0.898 -0.8790 0.1974 0.5729 -0.313
O -3.976 -6.130 0.738 0.2775 -0.0660 -0.1261 -0.094
H -0.867 -5.443 1.648 0.1935 0.0910 0.2660 0.067
H -2.220 -5.271 2.771 -0.2136 -0.1771 -0.1559 0.074
H -2.116 -4.288 1.293 -0.2493 -0.0934 -0.0750 0.072
H -2.468 -7.348 1.424 0.1535 -0.1191 0.2234 0.102
H -2.152 -6.570 -0.093 0.4610 0.4852 -0.0108 0.105
H -4.253 -6.689 0.009 -0.3588 0.0319 0.0264 0.071
C -1.016 0.544 -6.302 -0.0358 0.0648 -0.9156 -0.090
C 0.194 -0.326 -5.822 -2.4905 0.7075 -1.6573 -0.307
O -0.246 -1.063 -4.737 0.4797 -0.3193 2.3268 -0.086
H -1.947 -0.014 -6.396 0.2319 -0.6861 0.0088 0.062
H -0.825 0.909 -7.311 0.1597 0.1544 -0.1369 0.061
H -1.375 1.409 -5.744 0.8475 0.0641 0.6038 0.060
H 1.045 0.334 -5.652 0.1409 -0.4322 0.5337 0.109
H 0.393 -1.032 -6.628 0.4972 0.2974 -0.2813 0.108
H -0.577 -1.937 -4.959 0.1163 0.1112 -0.3822 0.082
C 4.781 0.292 -2.254 0.3550 0.0973 0.5479 -0.083
C 6.008 0.185 -1.305 -0.5650 -0.8936 -1.3271 -0.274
O 6.722 -1.016 -1.729 -0.4020 0.7820 0.5335 -0.104
H 5.074 0.434 -3.294 0.2439 0.3506 0.1325 0.071
H 4.131 1.099 -1.916 0.0836 0.2045 -0.1841 0.066
H 4.147 -0.594 -2.296 0.2485 -0.2876 0.5007 0.062
H 5.716 0.136 -0.256 -0.1858 -0.2968 0.0405 0.100
H 6.653 1.059 -1.392 0.0243 0.0769 -0.2488 0.103
H 7.522 -1.065 -1.200 0.1392 -0.1104 0.0024 0.070
C 3.925 -2.756 3.246 0.6342 -0.3823 1.3655 -0.075
C 2.856 -2.653 4.366 -0.6147 -1.4576 -2.0619 -0.312
O 2.010 -1.609 3.931 -0.2106 1.0026 0.8424 -0.093
H 4.627 -1.925 3.305 -0.1446 0.1830 -0.0404 0.068
H 3.541 -2.818 2.228 -0.5191 0.1783 0.3112 0.070
H 4.535 -3.649 3.383 0.0143 -0.1362 0.1299 0.065
H 3.128 -2.698 5.421 0.8907 1.1049 -0.0248 0.109
H 2.207 -3.528 4.351 0.1776 -0.7097 -0.4372 0.096
H 1.236 -1.653 4.498 -0.2593 0.2855 -0.0756 0.079
C -0.092 0.213 0.122 -0.4890 -1.3493 -0.2392 -0.165
O -0.795 0.623 -1.026 -0.2848 1.2472 -0.6183 -0.131
H 0.800 0.752 0.442 -0.1299 0.6288 -0.3884 0.072
H -0.863 0.232 0.892 0.4437 -0.1414 0.4055 0.078
H 0.232 -0.808 -0.077 0.0557 -0.2594 0.5968 0.076
H -0.531 0.174 -1.833 0.3542 -0.1107 0.1432 0.065
```
Positions in Å, forces in eV/Å.

---

Entry 3:
Molecular formula: C3H3I3
Method: DFT, ωB97M-V with the def2-TZVPD basis set

## Properties
- E_LUMO: -0.07 eV
- Molar mass: 419.77 g/mol
- Energy above the lowest of the compared OMol25 structures with the same formula, charge and spin: 48.2 kJ/mol
- HOMO energy: -8.85 eV

The geometry in XYZ format:
```
9
Properties=species:S:1:pos:R:3:forces:R:3:lowdin_charge:R:1
C -1.067 -1.224 -0.557 0.1131 0.1795 1.9915 -0.948
C -1.464 -2.234 0.267 -0.1739 0.9045 -1.2285 -1.372
C -0.114 -0.108 -0.027 -1.7827 1.1835 1.4270 -0.207
I -1.773 -1.096 -2.527 0.2987 0.2065 0.3044 0.818
I -2.878 -3.679 -0.302 0.2209 0.0275 0.0732 0.724
I -0.941 -2.409 2.283 0.1759 0.2264 -0.2177 0.801
H 0.709 -0.585 0.429 1.0009 -0.6762 0.6552 0.017
H -0.497 0.679 0.821 0.1825 -2.2589 -2.0099 0.135
H 0.308 0.538 -0.763 -0.0352 0.2073 -0.9950 0.032
```
Positions in Å, forces in eV/Å.

---

Entry 4:
Molecular formula: C9H15B
Method: DFT, ωB97M-V with the def2-TZVPD basis set

## Properties
- E_LUMO: 0.66 eV
- Molar mass: 134.03 g/mol
- Energy above the lowest of the compared OMol25 structures with the same formula, charge and spin: 240.8 kJ/mol
- HOMO energy: -9.72 eV

The geometry in XYZ format:
```
25
Properties=species:S:1:pos:R:3:forces:R:3:lowdin_charge:R:1
B 0.326 0.386 1.065 -1.0829 -0.1098 0.3238 -0.315
C 1.403 -0.939 1.509 -0.2899 1.4500 0.2282 0.187
C 1.727 0.211 1.952 0.7060 -1.9227 -0.3183 -0.156
C 0.427 1.869 1.825 2.4788 -0.4007 -2.2667 -0.027
C 1.979 1.627 2.174 -1.5291 0.2557 0.6850 -0.313
C 2.808 2.164 1.030 0.2291 2.5411 1.6272 -0.064
C -1.910 -2.770 -2.613 -3.6187 3.4612 -0.0978 -0.097
C -0.817 0.007 0.028 0.2985 0.0912 0.1309 -0.126
C -2.093 -1.443 -1.744 1.1711 -3.1182 1.4577 -0.251
C -0.790 -1.265 -0.876 -1.9623 2.3478 -1.2874 -0.205
H 0.301 2.797 1.275 -0.0254 -0.0698 -0.6280 0.100
H -0.162 2.003 2.651 -1.4782 -0.3011 2.3790 0.066
H 2.317 1.902 3.215 -0.2287 -0.1861 -1.2474 0.160
H 2.467 1.875 0.058 -0.6186 0.1273 -0.4882 0.087
H 3.791 1.809 1.112 1.5835 -0.5965 0.0906 0.061
H 2.892 3.292 1.203 -0.2759 -1.3357 -0.8039 0.116
H -1.549 -3.568 -2.047 0.3699 -1.3259 0.8205 0.042
H -1.336 -2.557 -3.477 0.7187 -0.1109 -0.8793 0.044
H -3.019 -2.828 -2.900 1.7159 -1.1277 -0.2076 0.090
H -0.920 0.928 -0.539 -0.0909 0.2235 -0.5440 0.096
H -1.746 0.047 0.649 0.4061 -0.3330 -0.2531 0.126
H -2.241 -0.611 -2.350 -0.1926 1.4938 -1.2796 0.071
H -3.057 -1.655 -1.253 0.5533 0.5616 0.7164 0.097
H -0.089 -1.211 -1.747 0.4328 -0.1689 1.5142 0.128
H -0.713 -2.067 -0.201 0.7296 -1.4459 0.3280 0.081
```
Positions in Å, forces in eV/Å.

---

Q: Which value of molar mass does entry 3 give?
A: 419.77 g/mol

---

Q: molar mass of number 4 (C9H15B)?
A: 134.03 g/mol